(1)
Computed, not measured: C44H31Cl3N3O4PS5W as an isolated structure, with ωB97M-V/def2-TZVPD.

The electronic energy is -161655.622 eV. The HOMO-LUMO gap (alpha / beta) comes out at 5.59 / 5.69 eV. The energy relative to the best compared isomer or geometry (same formula, charge and spin) is 108.3 kJ/mol.

The geometry in ORCA input format:
```
! wB97M-V def2-TZVPD RIJCOSX def2/J DEFGRID3
* xyz -2 1
W -0.438 -0.197 -0.041
S -4.253 -1.789 2.222
C -2.928 -1.237 1.402
S -1.782 -0.064 2.011
S -2.474 -1.687 -0.199
S 1.136 -2.320 -3.939
C 0.927 -0.663 -4.412
C 1.130 -0.071 -5.655
C 0.981 1.299 -5.757
C 0.656 2.070 -4.635
C 0.439 1.482 -3.406
C 0.546 0.095 -3.301
N 0.391 -0.642 -2.137
C 0.720 -1.892 -2.304
C 0.712 -2.817 -1.182
C 1.206 -4.118 -1.290
C 1.212 -4.932 -0.175
C 0.716 -4.437 1.031
C 0.217 -3.148 1.123
C 0.204 -2.289 0.017
H 1.415 -0.666 -6.513
H 1.133 1.783 -6.714
H 0.572 3.145 -4.731
H 0.194 2.056 -2.524
H 1.599 -4.487 -2.233
H 1.604 -5.940 -0.235
H 0.714 -5.074 1.908
H -0.195 -2.804 2.066
Cl 5.122 4.487 -1.126
C 4.073 3.142 -0.755
C 2.851 3.377 -0.149
C 2.038 2.297 0.129
Cl 0.479 2.522 0.850
C 2.389 0.963 -0.152
O 1.629 -0.052 0.120
C 3.638 0.798 -0.780
Cl 4.116 -0.812 -1.224
C 4.474 1.857 -1.076
H 2.539 4.380 0.106
H 5.423 1.679 -1.561
N -1.589 1.053 -1.017
P -2.846 1.312 -1.877
C -2.997 3.102 -2.190
C -4.131 3.654 -2.785
C -4.220 5.022 -2.983
C -3.180 5.852 -2.579
C -2.057 5.310 -1.973
C -1.966 3.937 -1.778
C -4.466 0.926 -1.159
C -4.665 1.342 0.157
C -5.882 1.123 0.779
C -6.913 0.501 0.089
C -6.720 0.084 -1.219
C -5.497 0.291 -1.843
C -2.846 0.541 -3.533
C -2.748 1.283 -4.707
C -2.652 0.648 -5.938
C -2.653 -0.736 -6.010
C -2.740 -1.486 -4.844
C -2.831 -0.853 -3.615
H -4.950 3.009 -3.084
H -5.105 5.444 -3.443
H -3.254 6.922 -2.726
H -1.252 5.953 -1.641
H -1.110 3.498 -1.280
H -3.849 1.801 0.703
H -6.013 1.410 1.814
H -7.861 0.321 0.580
H -7.516 -0.419 -1.754
H -5.347 -0.055 -2.858
H -2.727 2.365 -4.665
H -2.560 1.241 -6.840
H -2.575 -1.230 -6.971
H -2.732 -2.568 -4.887
H -2.889 -1.443 -2.708
N 1.419 -0.242 3.182
C 2.194 0.565 4.037
C 1.644 1.710 4.610
C 2.405 2.518 5.444
C 3.734 2.217 5.708
C 4.292 1.092 5.117
C 3.534 0.273 4.295
S 4.691 3.201 6.864
O 4.679 2.424 8.101
O 3.970 4.466 6.957
O 6.013 3.303 6.256
H 1.877 -1.100 2.911
H 0.493 -0.436 3.540
H 0.609 1.958 4.400
H 1.981 3.407 5.892
H 5.332 0.862 5.312
H 3.979 -0.609 3.844
*
```

---

(2)
Computed, not measured: one molecule with the formula C17H14N2O7, with ωB97M-V/def2-TZVPD.

The electronic energy is -35166.734 eV. The HOMO-LUMO gap comes out at 7.78 eV. The energy relative to the best compared isomer or geometry (same formula, charge and spin) is 258.8 kJ/mol.

The geometry in ORCA input format:
```
! wB97M-V def2-TZVPD RIJCOSX def2/J DEFGRID3
* xyz 0 1
O -3.820 -2.531 0.777
C -2.802 -2.743 0.178
O -2.773 -3.338 -1.017
C -1.418 -2.370 0.653
C -0.811 -1.323 -0.306
N 0.463 -0.859 0.202
C 1.629 -1.106 -0.440
O 1.708 -1.773 -1.449
C 2.835 -0.491 0.205
C 2.984 -0.408 1.587
C 4.135 0.132 2.140
C 5.146 0.601 1.322
C 4.996 0.509 -0.056
N 6.052 0.996 -0.916
O 7.073 1.377 -0.384
O 5.850 0.998 -2.108
C 3.857 -0.043 -0.622
C -1.771 -0.174 -0.510
C -2.318 0.056 -1.762
C -3.230 1.084 -1.992
C -3.565 1.872 -0.919
C -3.014 1.651 0.345
C -2.120 0.638 0.576
O -3.506 2.575 1.224
C -4.406 3.373 0.483
O -4.421 2.937 -0.860
H -3.670 -3.555 -1.314
H -1.498 -1.968 1.663
H -0.787 -3.259 0.656
H -0.597 -1.807 -1.264
H 0.442 -0.213 0.975
H 2.214 -0.791 2.239
H 4.244 0.185 3.212
H 6.049 1.031 1.728
H 3.765 -0.129 -1.694
H -2.033 -0.581 -2.585
H -3.655 1.256 -2.966
H -1.723 0.478 1.565
H -4.085 4.426 0.525
H -5.417 3.283 0.911
*
```

---

(3)
Computed, not measured: C12H33ClILaN2P2S as an isolated structure, with ωB97M-V/def2-TZVPD.

The electronic energy is -66842.061 eV. The HOMO-LUMO gap comes out at 6.89 eV. The energy relative to the best compared isomer or geometry (same formula, charge and spin) is 0.0 kJ/mol.

The geometry in ORCA input format:
```
! wB97M-V def2-TZVPD RIJCOSX def2/J DEFGRID3
* xyz 2 1
C -1.694 0.063 -0.888
I 2.481 1.243 -0.202
H -1.475 0.256 -1.967
H -2.173 0.974 -0.527
H -2.385 -0.791 -0.888
La 0.888 -0.172 -2.720
P 0.273 2.743 -1.894
C -0.124 3.305 -0.185
C 1.840 3.651 -2.201
H 1.622 4.726 -2.140
H -0.419 4.880 -2.851
H 2.225 3.375 -3.193
H -0.890 3.479 -3.878
H 0.471 2.767 0.571
H 2.603 3.385 -1.448
C -0.835 3.862 -2.852
H 0.096 4.380 -0.086
H -1.839 3.868 -2.412
H -1.184 3.122 0.034
P 0.136 -2.932 -1.944
C -0.303 -3.670 -0.321
C -0.872 -3.975 -3.066
H 2.172 -3.330 -3.226
H 1.658 -4.750 -2.240
H 2.509 -3.365 -1.465
C 1.790 -3.659 -2.246
H -0.850 -3.538 -4.073
H -0.473 -5.001 -3.096
H -0.169 -4.763 -0.348
H -1.357 -3.443 -0.104
H -1.911 -3.993 -2.715
H 0.299 -3.255 0.500
Cl 1.612 -0.396 -5.120
C -2.544 0.747 2.133
N -1.307 0.396 2.804
C -1.450 -0.050 4.210
C -0.235 -0.035 2.123
S -0.278 -0.440 0.300
N 0.901 -0.237 2.822
C 1.301 0.699 3.882
C 1.961 -1.092 2.327
H -3.195 1.243 2.861
H -3.052 -0.147 1.738
H -2.334 1.434 1.310
H -0.857 -0.959 4.372
H -1.110 0.726 4.903
H -2.503 -0.272 4.394
H 1.422 0.166 4.844
H 2.259 1.169 3.602
H 0.562 1.490 3.988
H 1.582 -2.077 2.037
H 2.421 -0.632 1.437
H 2.730 -1.172 3.104
*
```

---

(4)
Computed, not measured: a 4-piece molecular cluster, C8H24O4 overall, with ωB97M-V/def2-TZVPD.

The electronic energy is -16874.305 eV. The HOMO-LUMO gap comes out at 10.38 eV. The energy relative to the best compared isomer or geometry (same formula, charge and spin) is 39.0 kJ/mol.

The geometry in ORCA input format:
```
! wB97M-V def2-TZVPD RIJCOSX def2/J DEFGRID3
* xyz 0 1
C 0.981 2.134 3.714
C 1.785 2.579 2.513
O 1.685 1.593 1.473
H 1.063 2.848 4.536
H 1.350 1.166 4.059
H -0.081 2.032 3.487
H 2.836 2.662 2.805
H 1.439 3.539 2.127
H 1.434 2.041 0.657
C -0.668 2.090 -2.491
C 0.699 1.875 -1.874
O 1.065 2.983 -1.023
H -0.857 1.449 -3.355
H -0.666 3.086 -2.963
H -1.491 2.061 -1.785
H 1.463 1.753 -2.643
H 0.704 1.007 -1.214
H 1.188 3.773 -1.557
C 1.496 -2.985 0.057
C 1.405 -1.867 1.062
O 0.522 -0.860 0.577
H 2.018 -2.658 -0.845
H 0.511 -3.341 -0.239
H 2.063 -3.823 0.466
H 2.398 -1.430 1.227
H 1.069 -2.234 2.040
H 0.691 -0.069 1.105
C -1.981 -2.101 -1.103
C -3.463 -2.203 -1.410
O -3.964 -3.512 -1.109
H -1.582 -1.155 -1.478
H -1.420 -2.872 -1.634
H -1.828 -2.177 -0.032
H -3.697 -1.914 -2.439
H -4.017 -1.500 -0.781
H -4.153 -3.971 -1.930
*
```

---

(5)
Computed, not measured: one molecule with the formula C3H5ClN2O2, with ωB97M-V/def2-TZVPD.

The electronic energy is -22785.682 eV. The HOMO-LUMO gap comes out at 9.04 eV. The energy relative to the best compared isomer or geometry (same formula, charge and spin) is 477.6 kJ/mol.

The geometry in ORCA input format:
```
! wB97M-V def2-TZVPD RIJCOSX def2/J DEFGRID3
* xyz 0 1
N -1.383 1.875 -0.629
C -0.152 1.457 -0.169
C 0.318 0.284 0.303
Cl 2.166 0.327 0.269
C -0.119 -1.159 -0.210
O 0.775 -1.816 -0.691
N -1.386 -1.405 0.116
O -2.148 -0.300 0.587
H -1.211 2.970 -0.597
H -2.219 1.439 0.115
H 0.548 2.250 -0.165
H -1.980 -1.930 -0.494
H -1.884 -0.146 1.447
*
```

---

(6)
Computed, not measured: C53H52BeN3P3STe as an isolated structure, with ωB97M-V/def2-TZVPD.

The electronic energy is -106659.326 eV. The HOMO-LUMO gap comes out at 7.29 eV. The energy relative to the best compared isomer or geometry (same formula, charge and spin) is 152.4 kJ/mol.

The geometry in ORCA input format:
```
! wB97M-V def2-TZVPD RIJCOSX def2/J DEFGRID3
* xyz 2 1
Be -9.568 -13.060 -19.078
N -7.105 -13.676 -17.748
P -8.272 -12.518 -17.340
C -9.166 -12.962 -15.820
C -10.385 -12.262 -15.725
C -11.131 -12.290 -14.594
C -10.616 -13.036 -13.538
C -9.458 -13.778 -13.598
C -8.736 -13.749 -14.767
C -7.189 -11.058 -16.944
C -6.945 -10.078 -17.930
C -6.153 -9.025 -17.554
C -5.562 -9.024 -16.282
C -5.633 -10.054 -15.413
C -6.551 -11.034 -15.694
C -7.141 -14.295 -18.969
C -6.004 -14.954 -19.508
C -6.079 -15.625 -20.716
C -7.317 -15.682 -21.344
C -8.339 -14.946 -20.807
N -8.314 -14.212 -19.644
H -6.154 -13.653 -17.343
H -10.661 -11.563 -16.493
H -11.969 -11.702 -14.500
H -11.144 -13.026 -12.567
H -9.218 -14.465 -12.821
H -7.835 -14.343 -14.915
H -7.376 -10.292 -18.913
H -5.804 -8.205 -18.167
H -4.997 -8.166 -16.004
H -5.109 -10.084 -14.514
H -6.819 -11.789 -14.954
H -5.024 -14.670 -19.141
H -5.226 -16.055 -21.125
H -7.528 -16.141 -22.279
H -9.354 -14.887 -21.315
C -15.854 -14.731 -23.017
S -15.729 -12.963 -22.418
C -14.953 -13.098 -20.799
C -14.624 -11.701 -20.216
C -13.691 -11.812 -18.953
N -12.268 -12.370 -19.180
P -11.646 -13.916 -18.928
C -11.958 -15.201 -20.197
C -12.334 -16.513 -19.793
C -12.505 -17.533 -20.707
C -12.405 -17.262 -22.089
C -12.043 -15.973 -22.505
C -11.809 -14.959 -21.614
C -12.259 -14.736 -17.422
C -13.611 -14.651 -17.041
C -13.944 -15.213 -15.885
C -13.046 -15.981 -15.123
C -11.757 -16.105 -15.553
C -11.390 -15.451 -16.704
P -11.026 -11.474 -19.894
C -11.115 -9.770 -19.240
C -12.017 -8.777 -19.651
C -12.035 -7.567 -19.005
C -11.067 -7.247 -18.041
C -10.080 -8.163 -17.773
C -10.107 -9.390 -18.398
C -11.286 -11.286 -21.672
C -10.363 -10.513 -22.372
C -10.515 -10.288 -23.720
C -11.581 -10.764 -24.383
C -12.541 -11.512 -23.744
C -12.396 -11.744 -22.385
H -16.836 -15.041 -22.791
H -15.080 -15.300 -22.524
H -15.552 -14.707 -24.051
H -14.075 -13.701 -20.743
H -15.702 -13.522 -20.078
H -15.504 -11.172 -19.890
H -14.201 -10.970 -20.905
H -14.293 -12.349 -18.234
H -13.495 -10.823 -18.526
H -12.577 -16.711 -18.794
H -12.626 -18.484 -20.276
H -12.758 -18.019 -22.765
H -11.998 -15.640 -23.506
H -11.491 -13.989 -21.938
H -14.376 -14.162 -17.562
H -14.932 -15.133 -15.450
H -13.462 -16.525 -14.264
H -11.103 -16.824 -15.019
H -10.312 -15.349 -16.938
H -12.781 -9.033 -20.396
H -12.777 -6.830 -19.272
H -11.187 -6.316 -17.527
H -9.198 -7.866 -17.186
H -9.355 -10.053 -18.014
H -9.488 -10.036 -21.887
H -9.676 -9.856 -24.226
H -11.537 -10.489 -25.498
H -13.434 -11.929 -24.208
H -13.161 -12.322 -21.801
C -4.680 -10.124 -21.346
Te -6.610 -11.089 -21.629
C -7.416 -9.054 -21.499
C -6.240 -8.197 -21.069
C -6.606 -6.925 -20.626
C -5.579 -5.966 -20.381
C -4.273 -6.408 -20.529
C -3.979 -7.771 -20.692
C -4.946 -8.666 -21.054
H -4.068 -10.259 -22.180
H -4.211 -10.489 -20.470
H -8.263 -9.103 -20.737
H -7.818 -8.769 -22.495
H -7.665 -6.639 -20.464
H -5.793 -4.993 -19.946
H -3.508 -5.699 -20.466
H -2.940 -8.116 -20.572
*
```

---

(7)
Computed, not measured: C6H14 as an isolated structure, with ωB97M-V/def2-TZVPD.

The electronic energy is -6441.493 eV. The HOMO-LUMO gap comes out at 5.42 eV. The energy relative to the best compared isomer or geometry (same formula, charge and spin) is 763.8 kJ/mol.

The geometry in ORCA input format:
```
! wB97M-V def2-TZVPD RIJCOSX def2/J DEFGRID3
* xyz 0 1
C 1.564 -0.926 0.232
C 0.883 0.268 -0.553
C -0.491 0.650 -0.048
C -1.625 -0.173 -0.438
C -2.288 -1.046 0.572
C -3.210 0.290 -0.219
H 2.615 -1.104 -0.126
H 1.610 -0.679 1.293
H 0.984 -1.916 0.170
H 0.899 -0.005 -1.606
H 1.589 1.099 -0.437
H 7.501 1.606 0.270
H -0.631 1.720 0.142
H -1.561 -0.610 -1.451
H -2.118 -0.706 1.630
H 7.536 1.792 1.046
H -2.563 -2.052 0.322
H -3.095 1.051 0.556
H -3.325 0.915 -1.193
H -4.272 -0.175 -0.163
*
```

---

(8)
Computed, not measured: C34H38BrFN5ReS as an isolated structure, with ωB97M-V/def2-TZVPD.

The electronic energy is -129026.153 eV. The HOMO-LUMO gap (alpha / beta) comes out at 4.75 / 5.07 eV. The energy relative to the best compared isomer or geometry (same formula, charge and spin) is 60.0 kJ/mol.

The geometry in ORCA input format:
```
! wB97M-V def2-TZVPD RIJCOSX def2/J DEFGRID3
* xyz 3 2
Re -0.652 -0.409 0.357
Br -7.248 -1.496 4.138
C -5.683 -1.624 3.119
C -5.512 -2.688 2.235
C -4.362 -2.786 1.481
C -3.357 -1.822 1.601
C -3.548 -0.746 2.466
C -4.696 -0.652 3.229
N -2.152 -1.921 0.847
C -1.747 -3.089 0.480
C -0.562 -3.231 -0.355
C -0.211 -4.433 -0.922
C 0.842 -4.468 -1.838
C 1.487 -3.287 -2.157
C 1.100 -2.111 -1.532
N 0.111 -2.074 -0.626
H -6.291 -3.430 2.126
H -4.304 -3.600 0.769
H -2.796 0.016 2.596
H -4.827 0.175 3.912
H -2.265 -3.996 0.777
H -0.765 -5.329 -0.676
H 1.131 -5.401 -2.303
H 2.288 -3.258 -2.881
H 1.591 -1.176 -1.754
C 3.243 -0.001 -0.035
C 3.053 1.301 -0.820
C 2.748 2.465 0.120
C 2.097 1.102 -1.990
C 2.656 0.981 -3.259
C 1.874 0.757 -4.383
C 0.500 0.657 -4.261
C -0.120 0.781 -3.021
C -1.628 0.636 -2.927
C -2.085 -0.758 -3.372
C -2.338 1.731 -3.728
C 0.698 0.999 -1.905
N 0.018 1.130 -0.634
C -0.526 2.421 -0.427
C -0.111 3.602 -1.045
C -0.763 4.786 -0.745
C -1.845 4.821 0.129
C -2.318 3.653 0.721
C -1.615 2.525 0.414
F -2.066 1.257 0.836
H 4.027 0.125 0.713
H 3.546 -0.819 -0.690
H 2.320 -0.292 0.477
H 4.017 1.530 -1.278
H 1.844 2.298 0.707
H 2.641 3.404 -0.419
H 3.581 2.592 0.813
H 3.729 1.075 -3.367
H 2.340 0.672 -5.356
H -0.102 0.487 -5.143
H -1.939 0.762 -1.878
H -1.831 -0.943 -4.415
H -3.167 -0.851 -3.276
H -1.617 -1.549 -2.777
H -2.126 1.640 -4.794
H -2.020 2.724 -3.407
H -3.418 1.655 -3.602
H 0.714 3.584 -1.744
H -0.432 5.704 -1.211
H -2.345 5.757 0.334
H -3.192 3.636 1.356
S -0.124 -0.231 2.530
C 1.621 -0.283 2.925
N 2.228 -1.445 3.011
C 3.598 -1.586 3.541
C 3.880 -0.445 4.505
C 3.568 0.886 3.842
N 2.212 0.837 3.266
H 1.683 -2.276 2.835
H 4.300 -1.585 2.705
H 3.662 -2.552 4.038
H 4.927 -0.466 4.800
H 3.281 -0.564 5.409
H 4.280 1.112 3.045
H 3.589 1.703 4.560
H 1.683 1.694 3.186
*
```

---

(9)
Computed, not measured: C17H15N3PtSbSe4 as an isolated structure, with ωB97M-V/def2-TZVPD.

The electronic energy is -293516.098 eV. The HOMO-LUMO gap comes out at 4.06 eV. The energy relative to the best compared isomer or geometry (same formula, charge and spin) is 19.9 kJ/mol.

The geometry in ORCA input format:
```
! wB97M-V def2-TZVPD RIJCOSX def2/J DEFGRID3
* xyz -1 1
Pt 0.020 -0.465 0.135
C -2.918 -2.349 -0.625
C -3.105 -0.929 -0.215
C -4.409 -0.463 -0.152
C -4.676 0.878 0.107
C -3.606 1.718 0.277
C -2.309 1.202 0.272
N -2.049 -0.135 0.045
C -1.172 2.056 0.484
C -1.197 3.329 1.039
C -0.001 3.979 1.316
C 1.202 3.336 1.052
C 1.190 2.064 0.497
N 0.013 1.480 0.150
C 2.335 1.215 0.297
C 3.630 1.734 0.328
C 4.706 0.900 0.173
C 4.449 -0.440 -0.103
C 3.147 -0.910 -0.194
C 2.972 -2.325 -0.626
N 2.084 -0.122 0.056
H -3.770 -2.682 -1.213
H -2.836 -2.998 0.247
H -2.008 -2.469 -1.211
H -5.219 -1.153 -0.326
H -5.688 1.251 0.144
H -3.738 2.781 0.398
H -2.131 3.787 1.325
H -0.006 4.949 1.791
H 2.130 3.799 1.347
H 3.755 2.797 0.460
H 5.715 1.276 0.233
H 5.264 -1.126 -0.267
H 3.838 -2.647 -1.201
H 2.072 -2.441 -1.227
H 2.879 -2.987 0.236
Se -2.027 -3.396 3.831
Sb 0.042 -2.357 2.993
Se 0.072 0.137 3.250
Se 0.031 -2.860 0.449
Se 2.121 -3.402 3.828
*
```